47
Properties=species:S:1:pos:R:3:forces:R:3:mulliken_charge:R:1 method="wB97M-V/def2-TZVPD" homo_ev=-11.269 total_charge=+1 e_tot_ha=-1355.6490 spin_multiplicity=1 lumo_ha=-0.0902
C 0.251010 2.249989 -1.568877 -0.059 -0.595 -0.496 -1.052
N 1.656259 2.432929 -1.283095 -0.181 -0.149 0.886 -0.162
C 2.593124 1.663213 -2.083829 0.341 0.329 -0.711 -0.010
C 2.525377 1.912953 -3.600404 0.590 0.711 0.295 -0.971
S 1.671489 0.735116 -4.668765 -0.105 0.108 0.090 -0.138
C -0.285048 0.890338 -1.122472 -0.871 0.411 0.511 0.084
N -0.688469 0.897379 0.328555 0.066 2.320 0.341 -0.005
H 0.061895 2.323674 -2.636927 -0.120 -0.070 -0.392 0.220
H -0.393825 3.027599 -1.154903 0.333 0.168 0.340 0.517
H 1.924680 3.404514 -1.328638 -0.149 0.107 0.027 0.294
H 2.560515 0.590808 -1.934080 -0.269 -0.041 0.515 -0.290
H 3.570443 2.033321 -1.771030 0.135 -0.245 0.099 0.550
H 2.260252 2.966734 -3.715955 -0.555 -0.110 -0.458 0.359
H 3.551074 1.922075 -3.970375 0.040 -0.379 -0.150 0.449
H 0.400834 1.020231 -4.344272 0.091 0.016 0.011 0.106
H 0.397291 0.050287 -1.130015 0.283 0.166 -0.801 0.063
H -1.181885 0.679249 -1.701096 0.014 -0.277 0.010 0.424
H 0.047397 1.413923 0.819978 0.817 -1.272 0.156 0.400
H -0.801358 -0.066218 0.640646 -0.009 0.109 0.515 0.031
H -1.475605 1.518085 0.662558 -0.479 -1.382 -1.111 0.374
H -0.928597 -2.906008 0.211296 -0.076 0.003 -0.017 0.285
H -0.062718 -2.126663 1.214146 -0.554 -0.169 -0.212 0.292
O -0.186786 -2.294851 0.258068 0.237 0.077 0.286 -0.628
H 2.032123 -0.478862 3.102141 0.048 -0.121 -0.255 0.373
H 2.450989 -1.956024 2.910428 0.198 0.142 0.065 0.300
O 1.957693 -1.364362 3.487324 0.027 -0.252 0.271 -0.700
H 2.583277 1.012729 0.894591 0.019 -0.086 -0.291 0.252
H 1.934584 -0.396370 0.729515 0.342 0.144 -0.558 0.336
O 1.888077 0.433761 1.220652 -0.070 0.107 0.850 -0.631
H -2.954987 -2.195732 1.452778 -0.457 -0.463 0.089 0.310
H -4.340506 -2.008133 0.704957 -0.211 -0.437 0.353 0.259
O -3.416685 -1.774628 0.721322 0.665 0.897 -0.582 -0.567
H -3.086399 1.852111 4.697527 -0.040 -0.022 0.226 0.304
H -3.609733 0.400149 4.602085 -0.118 0.049 0.213 0.301
O -3.323799 1.153848 4.083460 0.136 0.046 -0.486 -0.604
H 0.171343 -1.753134 3.315024 0.378 0.314 0.241 0.300
H -1.306867 -1.266696 3.363605 -0.014 -0.010 -0.017 0.197
O -0.580971 -1.478923 2.771706 -0.462 0.157 -0.036 -0.512
H -3.503158 1.630000 1.983596 -1.096 -0.059 1.750 0.290
H -3.785364 1.006241 0.553394 -0.348 -0.157 0.390 0.250
O -3.173887 1.465434 1.129577 1.247 0.314 -1.882 -0.600
H -2.360993 -4.859449 2.071445 0.087 0.084 -0.373 0.278
H -2.751642 -4.049676 3.246250 0.066 0.309 0.053 0.279
O -2.387661 -3.938623 2.358799 -0.162 -0.506 0.390 -0.547
H 2.550153 -1.686878 -1.584532 0.177 -0.459 -0.099 0.211
H 1.390219 -2.120341 -0.558444 0.069 0.090 -0.677 0.282
O 1.856865 -1.381955 -1.003839 0.001 0.080 0.632 -0.553

41
Properties=species:S:1:pos:R:3:forces:R:3:mulliken_charge:R:1 method="wB97M-V/def2-TZVPD" homo_ev="-16.470 / -16.804" total_charge=+2 e_tot_ha=-2671.9376 spin_multiplicity=3 lumo_ha="-0.3563 / -0.3289"
Mo -0.322879 0.239264 0.049779 -0.159 -0.671 0.214 1.327
O -3.353599 -1.838745 -1.745744 0.069 0.028 0.028 -0.461
C -2.449848 -1.112070 -1.494321 -0.140 0.120 -0.139 0.003
N -2.064468 -0.649512 -0.199595 -0.152 0.202 -0.070 0.068
C -2.944901 -0.836358 0.910198 0.015 -0.142 0.067 -0.065
O -3.932229 -1.493182 0.934073 0.057 0.052 0.011 -0.457
C -2.450052 -0.023757 2.073882 -0.084 0.016 0.041 0.711
C -3.105900 0.036167 3.278421 0.023 -0.020 -0.080 -0.592
C -2.582676 0.860794 4.271327 0.044 0.029 0.006 -0.215
C -1.431039 1.594587 4.018824 -0.021 -0.038 -0.006 -0.906
C -0.814827 1.485122 2.787453 0.037 0.033 0.024 -0.148
N -1.321162 0.676451 1.837021 -0.126 0.081 -0.293 -0.024
C -1.553328 -0.511418 -2.543898 -0.006 -0.072 -0.038 0.701
C -1.762416 -0.708808 -3.886876 0.022 0.004 0.041 -0.597
C -0.900721 -0.084898 -4.785474 0.014 0.016 0.015 -0.247
C 0.136287 0.706834 -4.307443 -0.032 -0.025 0.009 -0.770
C 0.296254 0.855168 -2.944869 0.070 0.069 -0.015 -0.244
N -0.539728 0.251458 -2.078395 0.016 0.028 0.486 -0.136
H -4.007470 -0.545694 3.415986 -0.001 -0.004 -0.005 0.527
H -3.075595 0.934871 5.231711 -0.004 0.004 0.000 0.478
H -1.005403 2.249242 4.765893 0.006 0.002 -0.005 0.453
H 0.092601 2.026934 2.555041 -0.015 0.007 -0.003 0.620
H -2.588006 -1.331056 -4.205482 -0.005 -0.002 0.009 0.530
H -1.041517 -0.212572 -5.850745 0.000 0.000 -0.002 0.479
H 0.817110 1.207553 -4.980888 0.006 -0.001 0.005 0.458
H 1.093733 1.453608 -2.523488 -0.012 -0.006 -0.003 0.586
F 4.102355 1.483320 -1.035576 0.004 0.022 0.007 -0.180
C 4.028285 1.895718 0.216719 0.017 -0.159 -0.077 0.559
F 5.144176 1.679407 0.856744 0.008 -0.025 0.033 -0.148
F 3.668317 3.157758 0.276027 0.005 0.020 -0.028 -0.168
S 2.660715 0.942743 1.055124 0.148 0.170 0.022 1.119
O 1.483265 1.203224 0.123976 0.126 0.123 -0.205 -0.447
O 2.435879 1.463125 2.355748 0.001 -0.131 0.070 -0.544
N 3.103485 -0.551497 0.915736 -0.092 0.355 -0.013 -0.385
S 2.105208 -1.732713 1.048775 0.150 -0.137 0.058 0.977
O 2.275343 -2.630486 2.114556 0.005 -0.057 0.073 -0.505
O 0.664583 -1.209101 0.947660 0.046 0.056 -0.249 -0.506
C 2.273206 -2.610157 -0.582152 -0.045 0.094 0.024 0.654
F 1.877985 -1.725609 -1.516283 0.022 -0.030 -0.004 -0.176
F 3.516636 -2.950262 -0.770713 0.017 0.017 -0.014 -0.160
F 1.472341 -3.645454 -0.588730 -0.033 -0.028 0.009 -0.171

Looking at molecular weight for the records above, in order, we have 283.36; 602.30 g/mol.
Looking at energy relative to the best compared isomer or geometry (same formula, charge and spin) for the records above, in order, we have 0.0; 18.2 kJ/mol.